Record 1
{
  "formula": "C12H14GaNO9PS",
  "method": "ωB97M-V with the def2-TZVPD basis set",
  "species": ["O", "C", "C", "H", "O", "C", "C", "C", "S", "O", "H", "O", "C", "H", "H", "O", "C", "H", "H", "C", "H", "O", "O", "H", "O", "H", "N", "H", "O", "H", "C", "Ga", "H", "C", "H", "P", "C", "C", "H"],
  "positions_angstrom": [[-2.944609, 3.808455, -2.018218], [-4.832342, 2.777033, -4.833700], [-3.166436, 1.571347, -2.752502], [-2.564085, 1.172607, -1.930665], [3.912422, -6.385962, 4.063972], [-4.576066, 1.346482, -4.799543], [-3.404806, 3.005757, -2.806935], [-3.721067, 0.794850, -3.693825], [2.342534, 0.270419, 0.001643], [3.895922, -4.540822, 5.883166], [3.558267, -2.013719, 5.202819], [-3.573254, -0.520933, -3.737776], [3.716052, -5.141682, 3.645422], [4.012781, -6.317296, 5.035404], [1.301218, 1.853159, 2.604367], [-1.745950, 0.639531, -0.087632], [3.524774, -4.808055, 2.366773], [-3.934143, 5.163083, -3.062782], [-5.461441, 3.162460, -5.623172], [3.345731, -2.373540, 3.114479], [-1.398124, 2.961951, -0.434977], [3.126804, -3.044645, 0.868617], [-5.025962, 0.565876, -5.619909], [-1.912520, 2.321440, 1.607169], [3.176835, -1.131996, 2.775234], [2.805067, 3.728155, 0.706509], [1.844022, 3.633271, 0.408127], [-4.075517, -0.823076, -4.518809], [-4.454785, 4.867946, -3.839247], [3.514591, -5.537924, 1.570135], [3.724763, -4.121868, 4.747039], [1.137343, 1.954779, 1.019865], [3.043434, -1.024523, 1.797457], [3.538456, -2.737140, 4.401085], [1.849397, 3.649423, -0.603330], [-1.163985, 1.918689, 0.474542], [-4.285445, 3.558259, -3.896375], [3.316809, -3.406835, 2.005919], [1.553315, -0.794955, -0.040345]],
  "atomic_forces_ev_per_a": [[-0.129, 0.410, -0.074], [-0.085, -0.186, -0.161], [0.109, 0.171, 0.167], [-0.068, -0.032, -0.022], [0.042, -0.250, 0.130], [-0.120, 0.491, -0.043], [0.147, -0.760, 0.127], [0.098, 0.168, 0.164], [0.531, -0.004, -0.251], [0.054, -0.217, 0.133], [-0.025, 0.073, -0.034], [-0.026, -0.292, -0.103], [-0.027, -0.051, -0.217], [-0.011, 0.062, -0.003], [-0.018, -0.042, -0.060], [-0.163, -0.225, -0.160], [-0.018, 0.113, -0.108], [0.021, -0.047, 0.008], [0.001, 0.023, -0.004], [0.046, -0.212, 0.271], [-0.096, 0.469, 0.197], [-0.025, 0.211, -0.134], [-0.005, -0.221, -0.041], [0.001, 0.398, 0.026], [0.018, 0.251, -0.256], [0.155, 0.098, -0.007], [-0.345, -0.378, 0.040], [0.021, 0.031, 0.027], [0.000, 0.296, 0.069], [-0.009, -0.009, -0.009], [-0.069, 0.589, -0.057], [0.153, 0.407, 0.731], [-0.104, 0.293, -0.059], [0.065, -0.287, 0.235], [0.117, 0.128, -0.154], [0.246, -0.802, -0.295], [-0.078, -0.060, -0.182], [0.060, -0.467, 0.107], [-0.460, -0.141, 0.002]],
  "nbo_charge": [-0.540, -0.403, -0.416, 0.306, -0.644, 0.466, 0.473, 0.368, -0.663, -0.584, 0.239, -0.639, 0.310, 0.504, -0.325, -1.174, -0.387, 0.508, 0.233, 0.363, -0.086, -0.502, -0.564, -0.104, -0.629, 0.350, -1.315, 0.497, -0.636, 0.235, 0.469, 0.915, 0.535, -0.427, 0.348, 0.964, 0.330, 0.470, 0.154],
  "total_charge": -1,
  "homo_energy_ev": -5.15,
  "gap_ev": 5.90,
  "e_lumo_ev": 0.75
}

***

Record 2
{
  "formula": "CH4N3",
  "method": "ωB97M-V with the def2-TZVPD basis set",
  "species": ["C", "N", "H", "N", "H", "H", "N", "H"],
  "positions_angstrom": [[-0.068825, 0.438310, -0.644585], [-0.595693, 0.525725, 0.564865], [0.646201, -0.542383, -2.202013], [0.242480, -0.615074, -1.261676], [0.218063, -1.570586, -0.934269], [-1.413210, 1.028585, 0.640122], [0.300064, 0.371917, 1.373855], [0.365023, 0.763345, 2.323411]],
  "atomic_forces_ev_per_a": [[-0.543, 0.439, -3.975], [2.025, -0.460, 0.618], [-0.069, 0.231, 0.462], [0.701, -0.456, -1.095], [-0.319, -0.357, 0.595], [-3.041, 1.545, 0.871], [2.571, -1.148, 2.925], [-1.325, 0.206, -0.401]],
  "nbo_charge": [0.405, -0.180, 0.448, -0.648, 0.424, 0.425, -0.278, 0.405],
  "total_charge": 1,
  "homo_energy_ev": [-15.03, -15.03],
  "gap_ev": [8.89, 8.89],
  "e_lumo_ev": [-6.14, -6.14]
}

***

Record 3
{
  "formula": "H2N2O3",
  "method": "ωB97M-V with the def2-TZVPD basis set",
  "species": ["N", "H", "O", "O", "N", "O", "H"],
  "positions_angstrom": [[2.017951, 0.810395, 1.456870], [0.276016, 0.008693, -1.356567], [-0.115049, -0.445348, -0.663647], [1.068240, -0.247260, 1.232994], [-0.033333, 0.290595, 0.460765], [2.877892, 0.478477, 2.182811], [-0.765171, -0.054262, 1.009705]],
  "atomic_forces_ev_per_a": [[0.479, 0.027, 0.335], [1.279, 1.789, -1.889], [-1.473, -2.682, 0.813], [0.399, 0.121, 0.355], [2.089, 1.360, 0.363], [-1.244, -0.099, -0.899], [-1.528, -0.517, 0.923]],
  "nbo_charge": [0.372, 0.471, -0.547, -0.319, -0.061, -0.252, 0.338],
  "homo_energy_ev": -10.38,
  "smiles": "O=NONO",
  "gap_ev": 10.50,
  "e_lumo_ev": 0.13
}

***

Record 4
{
  "formula": "C16H39N2O10P2",
  "method": "ωB97M-V with the def2-TZVPD basis set",
  "species": ["H", "H", "H", "C", "C", "H", "H", "C", "H", "H", "H", "H", "H", "H", "H", "H", "C", "C", "N", "C", "H", "C", "O", "C", "O", "C", "H", "H", "H", "H", "N", "O", "C", "C", "C", "H", "H", "H", "H", "C", "C", "C", "H", "H", "O", "H", "H", "P", "H", "H", "P", "H", "H", "O", "H", "H", "H", "H", "H", "H", "O", "O", "O", "O", "O", "H", "H", "C", "H"],
  "positions_angstrom": [[5.284947, -2.502611, -3.632675], [-3.611922, 2.235614, 8.332656], [3.196104, -1.860164, -3.487507], [-0.561296, 7.108807, 1.035960], [0.879119, -0.216018, -2.952307], [-0.535814, 6.811677, -0.015527], [-2.011373, -6.431739, -2.561140], [5.104472, -3.497939, -4.266487], [-0.080469, -0.464286, -1.099565], [-0.065233, -5.463049, -2.123957], [-2.398431, -7.525453, -4.067635], [5.441395, -3.321694, -5.373176], [-0.891372, -1.784233, -2.951867], [0.544167, -7.383113, -4.488792], [0.414226, 1.288316, 0.470084], [1.831933, 2.348047, 0.427442], [0.527634, -5.406832, -3.158431], [3.520468, -4.020945, -4.143712], [0.788046, 0.022162, -1.430244], [0.741106, 2.331256, 0.495384], [-2.003635, 4.667102, 5.864106], [-2.000646, 3.679464, 6.334567], [-3.190801, 3.007738, 5.987371], [0.156825, -1.603949, -3.440314], [-3.759179, 0.815757, 6.846873], [2.561304, -2.694091, -4.058836], [-0.022701, -1.512231, -4.614186], [-4.845188, 1.000130, 8.560864], [1.974016, -0.058533, -3.358701], [0.424119, 7.436363, 1.375045], [0.351921, -4.094297, -3.889039], [0.359462, 2.895223, 1.739003], [-3.065526, 3.168250, 3.256433], [2.210753, 5.099563, 1.518528], [-0.217479, -6.558288, -4.116050], [-2.508857, 4.094010, 3.423435], [5.804560, -4.310645, -3.742540], [0.321323, 2.859997, -0.361729], [2.386222, -2.260324, -5.154378], [-1.527245, -7.220989, -3.314357], [1.123493, -2.956607, -3.257795], [-4.369309, 1.642163, 7.815456], [-1.241329, 7.957618, 1.142623], [0.238908, 0.673562, -3.426017], [0.942999, 5.031425, 0.905024], [2.500597, 6.147260, 1.639395], [3.276471, -4.757940, -5.020752], [-0.336441, 4.477993, 1.797688], [-1.960537, 3.811268, 7.419605], [-0.675840, -3.852684, -3.753439], [-3.082064, 1.466296, 5.393877], [-0.698722, -6.030536, -5.072728], [2.219531, 4.610980, 2.498468], [-1.032343, 6.060763, 1.856372], [1.635317, -5.769049, -3.043644], [3.497511, -4.639091, -3.122565], [-1.110080, 3.132463, 6.007830], [-1.145249, -8.114024, -2.661050], [-3.051122, 2.950618, 2.185153], [-4.097883, 3.308421, 3.580500], [-1.457390, 4.044894, 0.845292], [-4.383799, 1.122649, 4.660016], [-2.404950, 2.116835, 3.940880], [2.731576, -3.038482, -1.181590], [0.430919, -3.403516, -0.600408], [2.942558, 4.608818, 0.870143], [1.651770, -0.415016, -0.989928], [1.461399, -3.148910, -1.661518], [-5.132944, 2.283775, 7.368516]],
  "atomic_forces_ev_per_a": [[-0.605, -2.157, -1.468], [-0.228, 0.196, 0.022], [-1.595, -2.017, -1.042], [0.429, 0.388, 0.245], [-1.507, 0.891, -0.177], [0.118, -0.142, 0.159], [1.200, -1.583, -1.699], [0.101, -0.395, 0.780], [1.486, 0.237, -0.229], [1.760, 0.474, -2.009], [2.039, 0.329, 1.641], [-0.604, -0.330, 2.074], [2.090, 0.445, -0.554], [-1.693, 1.611, 0.824], [-0.073, 0.340, 0.279], [-0.010, -0.058, -0.129], [-1.197, -2.257, -0.499], [1.164, 0.372, 0.905], [1.074, -1.183, -1.369], [0.468, 0.173, -0.795], [0.048, -0.102, 0.026], [0.305, 0.358, 0.086], [0.474, -0.513, 0.590], [1.220, -0.307, -1.084], [2.155, -1.033, -0.404], [0.250, 0.052, 0.126], [0.349, -0.220, 2.332], [0.167, -0.213, -0.179], [-2.229, -0.639, 0.996], [0.039, 0.056, -0.299], [-0.227, 0.221, 2.017], [-0.452, 0.725, 4.167], [-0.562, 0.362, 0.257], [0.490, 0.000, 0.013], [-1.205, 0.379, -0.078], [-0.127, 0.127, 0.002], [-1.391, 1.685, -1.413], [-0.038, -0.121, 0.187], [0.056, -1.056, 2.214], [0.222, 0.384, 0.092], [0.280, 1.539, 0.117], [0.375, 0.176, 0.489], [-0.112, -0.193, 0.223], [1.331, -1.863, 0.780], [-0.124, 0.556, 0.800], [0.031, -0.015, 0.056], [0.311, 1.558, 1.569], [-0.914, -1.087, -8.807], [0.073, -0.004, -0.019], [1.719, -0.420, -0.210], [-7.391, 3.971, -2.374], [1.390, -1.015, 1.991], [0.137, -0.021, -0.133], [0.249, -0.730, 2.346], [-2.113, 1.276, -0.092], [-0.214, 1.611, -2.247], [-0.019, 0.178, -0.002], [-1.021, 1.509, -1.291], [0.212, -0.163, 0.264], [0.123, -0.094, 0.080], [-0.006, 0.325, 1.473], [1.215, -1.000, 0.466], [2.732, -2.327, 1.047], [-5.431, -0.225, -3.443], [3.944, 1.265, -6.380], [-0.075, 0.017, 0.129], [-1.861, 0.217, -0.570], [0.982, -0.531, 7.238], [0.218, 0.012, -0.104]],
  "nbo_charge": [0.213, 0.180, 0.227, -0.246, -0.223, 0.195, 0.215, -0.630, 0.379, 0.226, 0.199, 0.192, 0.223, 0.197, 0.234, 0.162, -0.240, -0.419, -0.886, -0.232, 0.188, -0.258, -0.811, -0.423, -0.694, -0.416, 0.198, 0.190, 0.204, 0.179, -0.663, -0.778, -0.228, -0.255, -0.414, 0.145, 0.202, 0.194, 0.194, -0.644, 0.032, -0.247, 0.186, 0.171, -0.809, 0.168, 0.199, 2.218, 0.173, 0.359, 2.226, 0.201, 0.179, -0.710, 0.211, 0.236, 0.182, 0.204, 0.235, 0.187, -0.900, -0.881, -0.776, -0.758, -0.847, 0.195, 0.389, 0.707, 0.192],
  "total_charge": -1,
  "homo_energy_ev": -4.18,
  "gap_ev": 2.90,
  "e_lumo_ev": -1.28
}